The following is a DFT calculation (ωB97M-V/def2-TZVPD) of a single C2H6N6O molecule in a non-equilibrium geometry.

Output
Gap between HOMO and LUMO in eV: 8.693
Structure (SMILES): [H]/N=c1\c(=N/[H])n(N)on1N
Net charge: 0
Spin multiplicity: 1

Positions of all 15 atoms, in Å:
1 O 0.2582 0.7130 -1.2765
2 N -1.3393 0.3188 1.6356
3 N -1.1677 0.6576 -0.7853
4 N 0.7961 -0.4032 -0.8519
5 N -1.4779 1.9741 -0.4988
6 N 2.0736 -0.4019 -1.2147
7 N 0.8369 -1.9408 0.8980
8 C 0.2742 -0.9563 0.2268
9 C -0.9342 0.0889 0.4692
10 H 0.2104 -2.3169 1.6014
11 H -0.5716 0.0319 2.5665
12 H 2.1636 -1.1887 -1.9609
13 H 2.7695 -0.6218 -0.5360
14 H -1.5359 1.9727 0.5243
15 H -2.3559 2.0725 -0.7976

Mulliken atomic charge list, values in e, 5 entries: number 1, O, carries -0.307; number 2, N, carries -0.734; number 3, N, carries 0.008; number 4, N, carries 0.546; number 5, N, carries -0.481



The following is a DFT calculation (ωB97M-V/def2-TZVPD) of a single C2H6N6S molecule in a non-equilibrium geometry.

Output
Gap between HOMO and LUMO in eV: 7.819
Structure (SMILES): N/N=c1\[nH]nc(S)n1N
Net charge: 0
Spin multiplicity: 1

Positions of all 15 atoms, in Å:
1 S -0.6779 1.4929 2.9371
2 N -1.0282 -1.2858 1.3209
3 N 0.3496 1.9989 0.5317
4 N -0.4497 -0.1063 0.7253
5 N 0.2421 -0.9182 -1.4348
6 N 0.9730 -0.6473 -2.5654
7 N 0.6480 1.3048 -0.6343
8 C 0.1541 0.0205 -0.5021
9 C -0.2341 1.1293 1.3027
10 H 1.3335 -1.4410 -3.1334
11 H 0.4544 1.7010 -1.5468
12 H 1.6884 0.0631 -2.4372
13 H -1.0594 0.2513 3.2352
14 H -1.9584 -1.4597 0.9435
15 H -0.4355 -2.1035 1.2578

Mulliken atomic charge list, values in e, 5 entries: number 1, S, carries -0.244; number 2, N, carries -0.782; number 3, N, carries -0.784; number 4, N, carries 0.344; number 5, N, carries -0.429



The following is a DFT calculation (ωB97M-V/def2-TZVPD) of a gas-phase ion, C2H6N7O4 (charge +1) in a non-equilibrium geometry.

Output
Gap between HOMO and LUMO (alpha / beta) in eV: 7.123 / 7.122
Structure (SMILES): NC(=N/N=[N+](/[O-])O)/C(N)=N\[N+](=O)O
Net charge: +1
Spin multiplicity: 1

Positions of all 19 atoms, in Å:
1 O 1.0404 2.1623 -0.6351
2 O 2.4554 -2.6193 0.2348
3 O 0.3417 3.4480 1.0765
4 O 3.5025 -0.7881 -0.7107
5 N 0.1630 2.4754 0.3709
6 N -1.9511 0.3977 -1.2720
7 N 1.4672 -0.4648 -0.0034
8 N -1.8100 -1.3630 1.0300
9 N 2.4870 -1.2379 -0.2258
10 N -0.8937 1.7910 0.1873
11 N 0.3783 -1.2089 0.3624
12 C -1.1478 0.6096 -0.2432
13 C -0.7774 -0.7007 0.4981
14 H -1.4063 -2.3098 1.4254
15 H -2.4175 -0.4720 -1.4778
16 H 1.7009 2.8578 -0.5387
17 H 1.6972 -2.9706 0.7408
18 H -2.6474 -0.8353 1.0675
19 H -2.1823 1.2286 -1.8870

Mulliken atomic charge list, values in e, 5 entries: number 1, O, carries -0.295; number 2, O, carries -0.470; number 3, O, carries -0.499; number 4, O, carries -0.563; number 5, N, carries 0.969



The following is a DFT calculation (ωB97M-V/def2-TZVPD) of a single C2H6NO molecule in a non-equilibrium geometry.

Output
Gap between HOMO and LUMO (alpha / beta) in eV: 9.352 / 10.197
Net charge: 0
<S²>: 0.75
Spin multiplicity: 2

Positions of all 10 atoms, in Å:
1 O 0.5898 -1.7268 0.0986
2 N 0.6176 1.2753 0.2204
3 C -0.3733 -0.8529 -0.5513
4 C -0.5427 0.4303 0.1552
5 H 0.8368 1.3794 1.1789
6 H -0.0281 -0.6986 -1.5841
7 H 0.3416 2.2301 -0.0008
8 H -1.2678 -1.4736 -0.6489
9 H -1.4713 0.5987 0.6982
10 H 1.2973 -1.1618 0.4337

Mulliken atomic charge list, values in e, 5 entries: number 1, O, carries -0.522; number 2, N, carries -0.632; number 3, C, carries -0.150; number 4, C, carries -0.314; number 5, H, carries 0.242



The following is a DFT calculation (ωB97M-V/def2-TZVPD) of a molecular structure, C2H6NO in a non-equilibrium geometry.

Output
Gap between HOMO and LUMO in eV: 12.379
Net charge: +1
Spin multiplicity: 1

Positions of all 10 atoms, in Å:
1 O 1.3243 -0.6420 0.4206
2 N -1.0746 -0.2982 0.2797
3 C 0.2533 -0.4143 -0.3537
4 C 1.0645 0.7219 -0.0178
5 H -1.4487 -1.2384 0.5027
6 H -1.7014 0.0545 -0.3840
7 H 0.1709 -1.0005 -1.6477
8 H 0.7663 1.3845 0.8713
9 H 1.6931 1.0537 -0.7502
10 H -1.0477 0.3788 1.0793

Mulliken atomic charge list, values in e, 5 entries: number 1, O, carries -0.325; number 2, N, carries -0.296; number 3, C, carries 0.303; number 4, C, carries -0.574; number 5, H, carries 0.359



The following is a DFT calculation (ωB97M-V/def2-TZVPD) of a gas-phase ion, C2H6NO2 (charge +1) in a non-equilibrium geometry.

Output
Gap between HOMO and LUMO in eV: 11.906
Structure (SMILES): [NH3+]CC(=O)O
Net charge: +1
Spin multiplicity: 1

Positions of all 11 atoms, in Å:
1 O 0.0933 -0.4750 2.1878
2 O 0.8447 -1.6286 0.4365
3 N -0.3480 0.0061 -1.3630
4 C 0.3966 -0.6220 0.8689
5 C -0.0361 0.5298 0.0182
6 H -0.8828 1.0894 0.3983
7 H -1.3615 0.0621 -1.5379
8 H 0.1214 0.4893 -2.1215
9 H 0.7891 1.2425 -0.0682
10 H 0.5109 0.3123 2.5837
11 H -0.1277 -1.0057 -1.4027

Mulliken atomic charge list, values in e, 5 entries: number 1, O, carries -0.452; number 2, O, carries -0.452; number 3, N, carries -0.303; number 4, C, carries 0.612; number 5, C, carries -0.507



The following is a DFT calculation (ωB97M-V/def2-TZVPD) of a gas-phase ion, C2H6NO2 (charge +1) in a non-equilibrium geometry.

Output
Gap between HOMO and LUMO in eV: 12.302
Structure (SMILES): CC1([NH3+])OO1
Net charge: +1
Spin multiplicity: 1

Positions of all 11 atoms, in Å:
1 O -1.4738 -0.4961 -0.7714
2 O -1.7235 0.2638 0.4257
3 N 0.1806 1.1400 -0.6085
4 C 0.5049 -1.1227 0.6858
5 C -0.4874 -0.1147 -0.0079
6 H 0.7813 1.1866 -1.4557
7 H 0.8065 1.5298 0.0543
8 H 0.4367 -1.9920 -0.0463
9 H -0.6965 1.7040 -0.7500
10 H 1.4274 -0.5964 0.8277
11 H 0.2439 -1.5022 1.6462

Mulliken atomic charge list, values in e, 5 entries: number 1, O, carries -0.251; number 2, O, carries -0.279; number 3, N, carries -0.345; number 4, C, carries -1.007; number 5, C, carries 0.809



The following is a DFT calculation (ωB97M-V/def2-TZVPD) of 2 unconnected molecules or ions with the total composition C2H6NO2 in a non-equilibrium geometry.

Output
Gap between HOMO and LUMO in eV: 9.034
Net charge: +1
Spin multiplicity: 1

Positions of all 11 atoms, in Å:
1 O 0.3374 -1.6975 0.2464
2 O 1.3074 -1.1152 2.1968
3 N -0.0933 0.6654 -0.7101
4 C -0.7389 1.6535 -1.1943
5 C 0.3868 -1.0275 1.4170
6 H -0.2509 2.6632 -1.1193
7 H 0.7877 -2.5118 0.4266
8 H -1.6470 1.3870 -1.7111
9 H 0.9101 0.7377 -0.6073
10 H -0.5396 -0.4856 1.6543
11 H -0.4597 -0.2693 -0.5991

Mulliken atomic charge list, values in e, 5 entries: number 1, O, carries -0.512; number 2, O, carries -0.400; number 3, N, carries -0.124; number 4, C, carries -0.065; number 5, C, carries 0.240



The following is a DFT calculation (ωB97M-V/def2-TZVPD) of a gas-phase ion, C2H6NO2 (charge +1) in a non-equilibrium geometry.

Output
Gap between HOMO and LUMO (alpha / beta) in eV: 11.430 / 11.429
Structure (SMILES): CO[N+](C)=O
Net charge: +1
Spin multiplicity: 1

Positions of all 11 atoms, in Å:
1 O -0.4851 -0.0811 0.6092
2 O 1.3932 0.0374 -0.4690
3 N 0.2286 0.2323 -0.4630
4 C -0.4563 0.9571 -1.5461
5 C 0.1711 -1.0841 1.6505
6 H -0.0297 1.9924 -1.5174
7 H -1.6472 1.0542 -1.3037
8 H -0.5871 -1.2053 2.4692
9 H 0.5523 -1.9077 1.0919
10 H 1.0068 -0.5699 1.9644
11 H -0.1465 0.5745 -2.4859

Mulliken atomic charge list, values in e, 5 entries: number 1, O, carries -0.190; number 2, O, carries -0.348; number 3, N, carries 0.786; number 4, C, carries -0.663; number 5, C, carries -0.467



The following is a DFT calculation (ωB97M-V/def2-TZVPD) of 2 unconnected molecules or ions with the total composition C2H6NO2S2 in a non-equilibrium geometry.

Output
Gap between HOMO and LUMO (alpha / beta) in eV: 9.151 / 5.217
Net charge: 0
<S²>: 0.76
Spin multiplicity: 2

Positions of all 13 atoms, in Å:
1 S 3.1064 1.7105 -0.7484
2 S 1.6771 0.2274 -0.6601
3 O -1.7263 0.3537 0.3797
4 O -1.0432 -1.6888 0.4896
5 N -2.7130 -1.1768 -0.9125
6 C -1.7912 -0.8192 -0.0105
7 C 1.5018 0.2546 1.1474
8 H 1.2965 1.2805 1.4630
9 H 2.4280 -0.0767 1.6036
10 H 2.3502 2.6181 -1.3597
11 H -3.2796 -0.3944 -1.2286
12 H -2.4816 -1.9356 -1.5692
13 H 0.6750 -0.3533 1.4056

Mulliken atomic charge list, values in e, 5 entries: number 1, S, carries -0.253; number 2, S, carries -0.037; number 3, O, carries -0.388; number 4, O, carries -0.403; number 5, N, carries -0.457



The following is a DFT calculation (ωB97M-V/def2-TZVPD) of 2 unconnected molecules or ions with the total composition C2H6NO3 in a non-equilibrium geometry.

Output
Gap between HOMO and LUMO in eV: 6.596
Net charge: -1
Spin multiplicity: 1

Positions of all 12 atoms, in Å:
1 O 0.2711 -0.5415 0.7456
2 O 0.8713 -2.4450 1.7655
3 O 0.1897 6.5427 1.4125
4 N 0.6247 -2.4728 -0.5086
5 C 0.5173 -1.7305 0.8042
6 C -0.3774 -2.2161 -1.3814
7 H -0.6733 7.0758 1.3578
8 H -0.1748 5.8050 0.9934
9 H -1.4974 -2.4661 -1.0638
10 H 0.8331 -3.3866 -0.1507
11 H -0.3089 -3.0111 -2.2019
12 H -0.2754 -1.1536 -1.7725

Mulliken atomic charge list, values in e, 5 entries: number 1, O, carries -0.701; number 2, O, carries -0.775; number 3, O, carries -0.632; number 4, N, carries -0.348; number 5, C, carries 0.568



The following is a DFT calculation (ωB97M-V/def2-TZVPD) of a molecular structure, C2H6NO3 in a non-equilibrium geometry.

Output
Gap between HOMO and LUMO in eV: 8.440
Net charge: -1
Spin multiplicity: 1

Positions of all 12 atoms, in Å:
1 O -2.4462 0.2524 -1.1999
2 O 1.9030 -0.3505 -1.7332
3 O 1.7888 -0.9619 1.3189
4 N -0.2400 -0.3470 0.3832
5 C 0.7579 -0.2605 1.2551
6 C -1.8327 0.5328 -0.1367
7 H -1.2183 1.4529 -0.2182
8 H -2.3504 0.5711 0.8296
9 H 1.9249 -0.5366 -0.7804
10 H 1.2682 0.3647 -1.6672
11 H 0.7242 0.5605 1.9744
12 H -0.2794 -1.2779 -0.0256

Mulliken atomic charge list, values in e, 5 entries: number 1, O, carries -0.671; number 2, O, carries -0.696; number 3, O, carries -0.700; number 4, N, carries -0.278; number 5, C, carries -0.095



Taking the records one at a time from the top gives energy above the lowest of the compared OMol25 structures with the same formula, charge and spin values of 4.737; 1.372; 1.726; 0.144; 2.633; 0.674; 4.805; 1.959; 5.305; 0.502; 1.524; 2.330 eV.